Here is an isolated molecule of C21H27FN4S2 from the Open Molecules 2025 dataset. Energies are from the ωB97M-V functional and the def2-TZVPD basis.

The geometry in XYZ format:
```
55
Properties=species:S:1:pos:R:3:forces:R:3:mulliken_charge:R:1
C -7.4735 0.2825 -0.0090 0.60 0.04 0.10 -0.93
S -5.9027 0.8837 0.6738 -0.16 0.00 -0.02 -0.07
C -4.6714 0.0078 -0.2492 -0.28 0.06 0.13 0.64
C -4.9564 -0.9933 -1.1660 -0.05 -0.04 -0.06 -0.19
C -3.9022 -1.5953 -1.8285 -0.06 0.00 0.00 -1.25
C -2.5916 -1.2379 -1.5812 0.20 -0.05 -0.05 -0.61
C -2.2890 -0.2379 -0.6489 -0.33 0.01 -0.11 0.78
N -0.9945 0.2040 -0.4073 0.18 0.19 -0.12 0.17
C 0.1209 -0.3187 -1.1613 0.10 -0.29 -0.09 -0.69
C 0.6970 -1.5883 -0.5280 0.03 0.18 -0.27 -0.81
N 1.1185 -1.3087 0.8391 -0.26 0.00 0.14 0.42
C 1.7092 -2.4824 1.4778 0.16 -0.23 -0.06 -0.95
C 3.1267 -2.7844 0.9892 -0.09 0.31 0.14 -0.42
C 4.1024 -1.6553 1.3251 0.13 -0.44 0.10 -1.09
N 3.7324 -0.4202 0.6753 0.00 0.43 -0.31 -0.11
C 4.2890 -0.0364 -0.4885 0.04 0.00 0.09 0.17
S 5.5484 -0.8133 -1.2295 0.50 -0.33 -0.35 -0.41
N 3.7771 1.0707 -1.1089 0.08 -0.16 -0.31 -0.04
C 2.9153 2.0523 -0.6342 -0.43 0.44 0.32 -0.12
C 2.1843 2.7935 -1.5681 0.14 -0.18 0.22 -0.37
C 1.3126 3.7825 -1.1613 -0.07 0.15 0.26 -0.61
C 1.1780 4.0396 0.1919 0.11 -0.12 0.01 0.38
F 0.3227 4.9994 0.5998 0.02 -0.04 -0.03 -0.36
C 1.9115 3.3441 1.1359 -0.23 0.24 -0.17 -0.73
C 2.7825 2.3531 0.7226 0.12 0.02 -0.20 -0.01
C -0.0097 -0.7939 1.6034 -0.15 0.27 0.03 -1.12
C -0.5665 0.4756 0.9474 0.02 -0.16 0.37 -0.09
C -3.3596 0.3830 -0.0028 -0.07 -0.07 0.08 -0.64
H -7.5965 -0.7746 0.2085 -0.11 -0.05 -0.05 0.29
H -7.5077 0.4729 -1.0777 -0.11 -0.03 -0.07 0.31
H -8.2482 0.8534 0.4933 -0.05 0.02 0.02 0.37
H -5.9664 -1.3056 -1.3719 -0.11 0.00 0.00 0.35
H -4.1092 -2.3743 -2.5481 0.01 -0.06 -0.06 0.35
H -1.8116 -1.7553 -2.1161 0.10 -0.02 -0.01 0.23
H -0.1738 -0.5025 -2.1935 0.04 0.03 0.01 0.65
H 0.8947 0.4565 -1.1642 -0.03 -0.11 -0.07 -0.43
H 1.5613 -1.9184 -1.1069 -0.02 -0.03 -0.03 0.39
H -0.0619 -2.3894 -0.5453 0.06 -0.01 0.02 0.54
H 1.7515 -2.2843 2.5529 -0.05 -0.04 0.00 0.44
H 1.0738 -3.3715 1.3270 -0.05 0.08 0.07 0.36
H 3.1385 -2.9542 -0.0876 0.06 -0.08 -0.04 0.22
H 3.4682 -3.7003 1.4730 0.01 -0.06 -0.03 0.44
H 5.1110 -1.9218 1.0018 -0.14 0.08 0.14 0.52
H 4.1074 -1.4782 2.4052 0.03 -0.05 -0.01 0.32
H 2.7428 -0.2023 0.8109 0.08 0.09 -0.09 0.24
H 4.1362 1.2044 -2.0452 0.06 -0.12 0.23 0.28
H 2.3047 2.5846 -2.6208 -0.02 -0.06 -0.12 0.41
H 0.7406 4.3518 -1.8759 -0.07 0.07 -0.07 0.44
H 1.8046 3.5858 2.1815 -0.02 0.05 0.11 0.43
H 3.3829 1.8353 1.4522 0.02 -0.04 0.05 0.53
H 0.3334 -0.5588 2.6141 -0.03 -0.04 0.01 0.57
H -0.8193 -1.5414 1.6750 0.03 0.00 0.04 0.35
H -1.3931 0.8505 1.5463 0.06 0.05 -0.02 0.54
H 0.2152 1.2414 0.9109 -0.08 -0.03 0.07 -0.56
H -3.1907 1.1904 0.6920 0.10 0.12 0.05 0.46
```
Forces are in eV/Å.

Computed properties:
**Kohn-Sham gap**: 8.45 eV
**Calculated total energy**: -1931.70085 a.u.
**Charge**: 0
**Highest occupied orbital energy**: -7.80 eV
**Structure (SMILES)**: CSc1cccc(N2CCN(CCCNC(=S)Nc3ccc(F)cc3)CC2)c1
**ΔE to the lowest compared entry with this formula, charge and spin**: 4.3 kJ/mol